[1]
Entry from the Open Molecules 2025 dataset: C9H28NO8V as an isolated structure at a distorted geometry (ωB97M-V/def2-TZVPD).

Structure (ORCA input):
```
! RIJCOSX wB97M-V def2-TZVPD def2/J DEFGRID3
* xyz 0 1
O -0.21570 2.75469 1.15656
V 1.24924 2.12600 0.87934
O 1.38146 2.17306 -0.72178
C 1.30170 -2.74062 0.12051
C 0.63057 -1.59255 -0.63968
C -0.09652 -2.13407 -1.88955
C -1.48447 -2.72624 -1.57466
C -2.26853 -1.67897 -0.76753
C -1.58291 -1.23196 0.51532
N -0.23567 -0.72958 0.15688
O 0.42520 -0.14077 1.21584
C -1.50540 -2.41350 1.51896
C -2.47895 -0.11760 1.03503
C 1.80042 -0.78163 -1.24535
H 2.06315 -3.21518 -0.50716
H 0.66435 -3.59320 0.36312
H 1.84065 -2.44483 1.02120
H 0.52033 -2.84405 -2.44139
H -0.30910 -1.30097 -2.56371
H -1.46417 -3.65539 -1.00053
H -2.11086 -2.99585 -2.42777
H -3.22022 -2.11076 -0.43331
H -2.65110 -0.87132 -1.39512
H -2.42509 -2.42832 2.11059
H -0.74493 -2.24298 2.28210
H -1.35102 -3.36158 1.01316
H -2.59109 0.68851 0.30485
H -2.19165 0.40409 1.94772
H -3.48988 -0.52733 1.09843
H 1.41259 -0.02650 -1.93020
H 2.41424 -1.44066 -1.86225
H 2.44003 -0.27838 -0.52281
O 3.46495 1.60894 1.16088
H 3.47812 0.82197 1.72455
H 4.38970 1.84874 1.05158
O 0.31429 2.47026 -4.14045
H 0.45444 1.95079 -3.34133
H -0.55169 2.86982 -4.01733
O 1.36748 1.76473 3.14247
H 2.03344 1.87790 3.82808
H 0.52597 1.73632 3.61207
O -2.53408 3.50453 -0.73505
H -2.25276 3.97575 0.05577
H -3.45965 3.74202 -0.84822
O 2.19911 4.07877 1.28259
H 3.04006 4.30865 0.87327
H 1.80392 4.91930 1.53432
*
```

Computed properties:
ΔE to the lowest compared entry with this formula, charge and spin (kcal per mole): 34.5
HOMO-LUMO gap (Ha): 0.1934
Energy (hartree): -1960.3263
HOMO level (eV): -6.0

=====

[2]
Entry from the Open Molecules 2025 dataset: a 3-piece molecular cluster, C2H12N2O2 overall at a distorted geometry (ωB97M-V/def2-TZVPD).

Structure (ORCA input):
```
! RIJCOSX wB97M-V def2-TZVPD def2/J DEFGRID3
* xyz 0 1
N 0.65046 -1.79906 0.75596
C -0.28358 -0.70228 1.13478
C 0.02863 0.62622 0.48310
N -0.43891 0.63893 -0.90037
H 1.44087 -1.48659 0.19832
H 0.16413 -2.53935 0.24625
H -0.30609 -0.66988 2.22371
H -1.26045 -1.05187 0.78049
H -0.58103 1.34522 1.03129
H 1.07877 0.85332 0.63931
H -0.48227 -0.30088 -1.28098
H 0.18285 1.11298 -1.54304
H 3.26680 0.89275 -3.24596
H 3.17687 0.31686 -1.85543
O 3.54808 0.13278 -2.72504
H -3.97090 1.24541 1.70302
H -2.79338 0.90148 0.87399
O -3.42086 0.48398 1.48060
*
```

Computed properties:
ΔE to the lowest compared entry with this formula, charge and spin (kcal per mole): 20.7
HOMO-LUMO gap (Ha): 0.3582
Energy (hartree): -343.3601
SMILES: NCCN.O.O
HOMO level (eV): -9.3

=====

[3]
Entry from the Open Molecules 2025 dataset: an isolated molecule of C6H11NO at a distorted geometry (ωB97M-V/def2-TZVPD).

Structure (ORCA input):
```
! RIJCOSX wB97M-V def2-TZVPD def2/J DEFGRID3
* xyz 0 1
C -0.12435 1.19783 0.61583
C -0.94066 1.29519 1.90315
C 1.18116 0.47870 0.79553
C 0.64774 -1.57343 -2.09148
C -1.09431 0.48066 -0.46425
C -0.14810 -1.70115 -0.83115
N -1.00226 -0.85018 -0.43122
O -1.91049 1.13770 -1.06503
H 0.02989 2.19329 0.19146
H -0.29336 -2.72200 -0.47815
H -1.91216 1.74550 1.70253
H -1.10166 0.30340 2.32567
H 1.70990 0.79747 1.69000
H 1.83893 0.60176 -0.06163
H 0.99091 -0.64513 0.78727
H -0.41560 1.90502 2.63896
H 1.65298 -1.96471 -1.93912
H 0.17647 -2.14738 -2.88705
H 0.71499 -0.53252 -2.40134
*
```

Computed properties:
ΔE to the lowest compared entry with this formula, charge and spin (kcal per mole): 29.4
HOMO-LUMO gap (Ha): 0.3673
Energy (hartree): -365.1846
SMILES: C/C=N\C(=O)C(C)C
HOMO level (eV): -9.3

=====

[4]
Entry from the Open Molecules 2025 dataset: C4H6DyMgO4 as an isolated structure at a distorted geometry (ωB97M-V/def2-TZVPD).

Structure (ORCA input):
```
! RIJCOSX wB97M-V def2-TZVPD def2/J DEFGRID3
* xyz 1 6
O 4.46783 1.50897 1.78110
Dy 3.33446 0.84648 0.05507
O 0.02926 2.06743 -0.72500
C 0.53527 1.01406 -0.04276
C -0.27373 -0.04819 0.21808
O -1.64609 0.07714 -0.07747
C -2.27236 -0.92253 -0.89262
C -3.54740 -0.28766 -1.44886
O -3.29034 0.95488 -2.02074
Mg -1.83235 1.83288 -1.16995
H 4.13909 1.94423 2.58698
H -0.00592 -0.94382 0.78103
H -2.47803 -1.82301 -0.29479
H -1.58537 -1.18586 -1.71489
H -4.28142 -0.20682 -0.61919
H -3.97677 -1.00111 -2.18030
*
```

Computed properties:
<S²>: 9.626
HOMO-LUMO gap (alpha / beta) (Ha): 0.2619 / 0.2273
Energy (hartree): -1541.8396
HOMO level (alpha / beta) (eV): -12.2 / -12.2

=====

[5]
Entry from the Open Molecules 2025 dataset: a 2-piece molecular cluster, C3H7Cl overall (ωB97M-V/def2-TZVPD).

Structure (ORCA input):
```
! RIJCOSX wB97M-V def2-TZVPD def2/J DEFGRID3
* xyz 0 1
C -1.59476 0.12885 -0.44098
C -0.71120 -0.86838 0.18460
C 1.95824 0.57245 0.37669
Cl 3.18733 -0.41033 -0.25103
H -1.06618 0.70112 -1.20572
H -2.42680 -0.36602 -0.95643
H -2.01212 0.81282 0.29349
H -0.75487 -1.06565 1.23522
H -0.17439 -1.55760 -0.44274
H 1.93914 0.65442 1.44508
H 1.65560 1.39831 -0.23817
*
```

Computed properties:
ΔE to the lowest compared entry with this formula, charge and spin (kcal per mole): 77.9
HOMO-LUMO gap (alpha / beta) (Ha): 0.3018 / 0.3359
Energy (hartree): -578.5534
HOMO level (alpha / beta) (eV): -8.0 / -8.4

=====

[6]
Entry from the Open Molecules 2025 dataset: a 10-piece molecular cluster, CH23N3O9 overall at a distorted geometry (ωB97M-V/def2-TZVPD).

Structure (ORCA input):
```
! RIJCOSX wB97M-V def2-TZVPD def2/J DEFGRID3
* xyz 0 1
N -1.12481 1.42984 0.22647
C -1.11449 0.43884 -0.74819
N -0.81740 0.89522 -1.98062
N -1.30098 -0.80593 -0.44269
H -1.25872 1.10656 1.16919
H -0.65655 2.31173 0.07386
H -0.16936 1.68058 -1.96792
H -1.03418 0.38857 -2.81633
H -1.81334 -0.96506 0.41549
H -0.43717 -1.83667 -1.78364
H -0.71791 -2.70984 -3.15302
O -0.17881 -2.06663 -2.69847
H 3.33613 -1.64092 -1.82908
H 1.86101 -1.69341 -2.47595
O 2.57922 -1.14476 -2.12904
H -2.32109 -0.10586 3.90689
H -3.07805 -0.79608 2.76430
O -2.19943 -0.69552 3.15575
H 0.57357 4.25040 -1.71464
H 1.63372 2.92507 -1.56007
O 0.70004 3.30296 -1.67190
H -0.61736 -1.52234 3.20580
H 0.01471 -2.92063 3.36194
O 0.23596 -1.99542 3.23810
H 1.52918 -1.48604 2.18164
H 1.30790 -1.35257 0.69859
O 2.00246 -1.22717 1.36139
H -4.24136 0.08645 0.45400
H -3.48290 -1.07826 -0.31171
O -3.88467 -0.80346 0.51249
H 2.75611 1.65163 -0.30954
H 2.68607 1.22042 -1.76367
O 2.92385 2.00055 -1.23468
H 1.40031 1.40625 1.34067
H 2.54972 0.38762 1.26501
O 2.35863 1.36387 1.25958
*
```

Computed properties:
ΔE to the lowest compared entry with this formula, charge and spin (kcal per mole): 0.0
HOMO-LUMO gap (Ha): 0.3381
Energy (hartree): -893.3704
SMILES: N=C(N)N.O.O.O.O.O.O.O.O.O
HOMO level (eV): -9.1